{"formula": "CF4LuO3P", "method": "the ωB97M-V functional and the def2-TZVPD basis", "elements": ["Lu", "P", "F", "F", "F", "F", "O", "O", "O", "C"], "xyz": [[0.511, 2.663, -0.575], [0.797, -0.256, 0.034], [1.108, 0.774, 1.311], [1.052, -1.209, -1.208], [1.846, 0.878, -0.797], [1.416, -1.361, 0.987], [-1.179, -1.371, 0.572], [-3.105, -0.270, 0.056], [-0.490, 0.635, -0.504], [-1.955, -0.482, 0.124]], "lowdin_charge": [2.41, 0.54, -0.18, -0.04, -0.29, -0.02, 0.10, 0.30, -0.45, -0.38], "e_homo_ev": -19.607, "orbital_gap_ev": 6.55, "total_charge": 2}